1.
C16H25BrF8InO3 as an isolated structure. Source: the OMol25 dataset; level of theory: ωB97M-V/def2-TZVPD.

Last column: Mulliken charge in e.
Positions of all 54 atoms, in Å:
C 1.649 -0.850 -0.283  0.79
C 1.521 0.342 -0.461  -1.43
In 1.206 2.455 -0.795  0.81
Br 0.373 2.616 -3.271  -0.60
C -0.294 3.381 0.473  -1.16
C -1.401 4.136 -0.284  -0.21
C -2.811 3.769 0.175  -0.61
C -3.907 4.618 -0.472  -0.76
C -4.102 4.323 -1.970  -0.60
O -5.324 3.651 -2.245  -0.44
C -5.250 2.238 -2.317  -0.24
C -5.949 1.585 -1.131  -1.05
O 3.019 3.401 -0.738  -0.69
C 4.115 2.746 -1.315  -0.12
C 4.363 3.197 -2.760  -0.88
H 1.711 -1.913 -0.294  0.27
H 0.205 4.046 1.183  0.38
H -0.733 2.566 1.062  0.40
H -1.328 3.944 -1.359  0.13
H -1.263 5.219 -0.163  0.23
H -2.868 3.840 1.268  0.36
H -2.988 2.713 -0.081  0.25
H -3.679 5.680 -0.329  0.44
H -4.865 4.435 0.025  0.40
H -3.266 3.717 -2.341  0.43
H -4.114 5.245 -2.556  0.26
H -5.733 1.932 -3.252  0.34
H -4.204 1.917 -2.370  0.26
H -5.718 0.518 -1.076  0.33
H -5.623 2.057 -0.202  0.25
H -7.032 1.709 -1.210  0.31
H 4.008 1.649 -1.292  0.10
H 5.012 2.972 -0.714  0.28
H 3.406 3.360 -3.259  0.21
H 4.928 2.445 -3.323  0.30
H 4.929 4.133 -2.786  0.27
C 1.424 -6.720 1.751  -0.71
C 1.941 -7.153 3.126  0.88
C 1.652 -6.224 4.310  0.08
F 2.274 -5.042 4.152  -0.21
F 2.118 -6.805 5.440  -0.27
F 3.254 -7.442 3.076  -0.28
F 1.262 -8.308 3.424  -0.34
O 2.368 -6.109 0.900  -0.39
C 2.513 -4.747 0.847  0.79
C 3.983 -4.351 1.053  0.23
F 4.399 -4.787 2.262  -0.24
F 4.092 -3.013 1.012  -0.22
F 1.709 -4.111 1.715  -0.27
F 2.167 -4.350 -0.399  -0.33
H 1.155 -7.649 1.251  0.39
H 0.520 -6.120 1.856  0.34
H 0.576 -6.060 4.415  0.30
H 4.602 -4.800 0.274  0.25

Calculated values
- LUMO energy: 0.07559 Ha
- Net charge: -1
- Kohn-Sham gap: 7.58 eV
- Spin multiplicity: 1



2.
C19H19N2O4PtSbSe4 as an isolated structure. Source: the OMol25 dataset; level of theory: ωB97M-V/def2-TZVPD.

Last column: Mulliken charge in e.
Positions of all 50 atoms, in Å:
Pt -0.412 0.161 0.015  2.48
O -0.380 -2.182 3.468  -0.77
C -0.605 -1.657 2.382  0.34
O -0.179 -0.529 2.002  -0.86
C -1.475 -2.443 1.398  0.52
C -2.399 -3.371 1.920  -0.75
C -3.178 -4.090 1.062  -0.80
C -3.002 -3.921 -0.329  1.24
C -3.734 -4.637 -1.294  -0.78
C -3.505 -4.438 -2.628  -0.41
C -2.535 -3.516 -3.054  -0.76
C -1.813 -2.794 -2.144  -0.14
C -2.033 -2.976 -0.764  -0.40
N -1.309 -2.243 0.112  -0.05
H -2.454 -3.467 2.994  0.47
H -3.922 -4.794 1.419  0.35
H -4.482 -5.344 -0.952  0.33
H -4.070 -4.994 -3.365  0.36
H -2.367 -3.372 -4.111  0.41
H -1.081 -2.054 -2.448  0.51
O -0.528 0.699 -1.799  -0.33
O -0.005 -0.317 -2.475  -0.54
C 2.808 4.354 0.613  -1.00
N 1.612 3.524 0.484  0.77
C 1.344 3.224 -0.925  -1.15
C 1.652 2.320 1.366  -1.45
C 2.376 1.148 0.762  1.29
C 3.752 1.004 0.912  -0.20
C 4.412 -0.062 0.323  -0.71
C 3.703 -0.979 -0.433  -0.59
C 2.330 -0.856 -0.563  -0.73
C 1.647 0.190 0.044  -1.05
H 2.721 5.221 -0.040  0.36
H 3.690 3.778 0.332  0.38
H 2.899 4.702 1.641  0.32
H 0.791 4.091 0.873  -0.16
H 2.225 2.791 -1.397  0.35
H 1.041 4.132 -1.444  0.28
H 0.526 2.506 -1.014  0.43
H 0.613 2.016 1.560  0.10
H 2.091 2.631 2.317  0.66
H 4.318 1.711 1.509  0.41
H 5.480 -0.183 0.462  0.33
H 4.222 -1.800 -0.914  0.37
H 1.786 -1.571 -1.167  0.35
Se -0.863 4.599 2.241  -0.70
Sb -2.538 3.643 0.622  0.59
Se -2.579 1.033 0.622  -0.54
Se -1.791 4.727 -1.479  -0.41
Se -4.800 4.383 1.280  -0.72

Calculated values
- LUMO energy (spin up / spin down): 0.15246 / 0.10184 Ha
- Relative energy (zero: lowest compared OMol25 entry of this formula, charge and spin): 19.9 kcal/mol
- Net charge: -2
- Kohn-Sham gap (spin up / spin down): 5.57 / 4.16 eV
- Spin multiplicity: 3
- ⟨S²⟩: 2.0152



3.
C4H5N3 as an isolated structure. Source: the OMol25 dataset; level of theory: ωB97M-V/def2-TZVPD.

Last column: Mulliken charge in e.
Positions of all 12 atoms, in Å:
C 1.599 -0.187 -0.789  -0.66
N 0.217 0.782 0.014  -0.39
C -0.771 0.138 0.721  0.38
C -1.901 0.933 1.318  0.07
N -2.733 1.497 1.904  -0.33
C -1.057 -1.430 -0.385  0.14
N -0.516 -1.924 -1.297  -0.53
H 2.163 -0.078 0.112  0.31
H 1.932 0.399 -1.652  0.27
H 1.609 -1.267 -1.121  0.35
H -0.040 1.747 -0.251  0.22
H -0.501 -0.611 1.426  0.16

Calculated values
- LUMO energy: -0.02513 Ha
- Relative energy (zero: lowest compared OMol25 entry of this formula, charge and spin): 136.9 kcal/mol
- Kohn-Sham gap: 9.33 eV
- Spin multiplicity: 1



Please write out number 1 again, unchanged.
C16H25BrF8InO3 as an isolated structure. Source: the OMol25 dataset; level of theory: ωB97M-V/def2-TZVPD.

Last column: Mulliken charge in e.
Positions of all 54 atoms, in Å:
C 1.649 -0.850 -0.283  0.79
C 1.521 0.342 -0.461  -1.43
In 1.206 2.455 -0.795  0.81
Br 0.373 2.616 -3.271  -0.60
C -0.294 3.381 0.473  -1.16
C -1.401 4.136 -0.284  -0.21
C -2.811 3.769 0.175  -0.61
C -3.907 4.618 -0.472  -0.76
C -4.102 4.323 -1.970  -0.60
O -5.324 3.651 -2.245  -0.44
C -5.250 2.238 -2.317  -0.24
C -5.949 1.585 -1.131  -1.05
O 3.019 3.401 -0.738  -0.69
C 4.115 2.746 -1.315  -0.12
C 4.363 3.197 -2.760  -0.88
H 1.711 -1.913 -0.294  0.27
H 0.205 4.046 1.183  0.38
H -0.733 2.566 1.062  0.40
H -1.328 3.944 -1.359  0.13
H -1.263 5.219 -0.163  0.23
H -2.868 3.840 1.268  0.36
H -2.988 2.713 -0.081  0.25
H -3.679 5.680 -0.329  0.44
H -4.865 4.435 0.025  0.40
H -3.266 3.717 -2.341  0.43
H -4.114 5.245 -2.556  0.26
H -5.733 1.932 -3.252  0.34
H -4.204 1.917 -2.370  0.26
H -5.718 0.518 -1.076  0.33
H -5.623 2.057 -0.202  0.25
H -7.032 1.709 -1.210  0.31
H 4.008 1.649 -1.292  0.10
H 5.012 2.972 -0.714  0.28
H 3.406 3.360 -3.259  0.21
H 4.928 2.445 -3.323  0.30
H 4.929 4.133 -2.786  0.27
C 1.424 -6.720 1.751  -0.71
C 1.941 -7.153 3.126  0.88
C 1.652 -6.224 4.310  0.08
F 2.274 -5.042 4.152  -0.21
F 2.118 -6.805 5.440  -0.27
F 3.254 -7.442 3.076  -0.28
F 1.262 -8.308 3.424  -0.34
O 2.368 -6.109 0.900  -0.39
C 2.513 -4.747 0.847  0.79
C 3.983 -4.351 1.053  0.23
F 4.399 -4.787 2.262  -0.24
F 4.092 -3.013 1.012  -0.22
F 1.709 -4.111 1.715  -0.27
F 2.167 -4.350 -0.399  -0.33
H 1.155 -7.649 1.251  0.39
H 0.520 -6.120 1.856  0.34
H 0.576 -6.060 4.415  0.30
H 4.602 -4.800 0.274  0.25

Calculated values
- LUMO energy: 0.07559 Ha
- Net charge: -1
- Kohn-Sham gap: 7.58 eV
- Spin multiplicity: 1



Q: Which of these has the highest spin multiplicity?
A: C19H19N2O4PtSbSe4



Q: spin multiplicity of number 1 (C16H25BrF8InO3)?
A: 1